{
  "formula": "C36H32FeN7O2",
  "method": "ωB97M-V with the def2-TZVPD basis set",
  "symbols": ["H", "H", "N", "C", "C", "N", "H", "H", "H", "H", "H", "H", "H", "C", "C", "C", "Fe", "H", "H", "H", "H", "C", "C", "N", "H", "H", "N", "N", "H", "H", "C", "H", "C", "C", "C", "C", "C", "C", "H", "H", "H", "C", "C", "C", "C", "C", "H", "H", "H", "H", "H", "H", "H", "C", "C", "H", "O", "C", "C", "C", "N", "C", "C", "H", "H", "N", "C", "C", "C", "C", "C", "H", "C", "C", "C", "O", "C", "C"],
  "coordinates": [[-0.9740, -5.9494, -3.9468], [0.8930, -2.2604, -4.4088], [2.0539, -0.2930, 0.4546], [-0.8073, -2.2413, -0.6799], [-1.6350, -1.7138, 3.6590], [-2.4860, 0.9817, 0.5765], [-1.3411, -6.7916, -2.4465], [-2.1369, -3.3428, 0.5971], [3.8068, -1.2872, -0.1991], [2.1207, 1.8776, -3.9723], [-3.2288, 1.2004, 3.0810], [2.4645, 2.0450, -0.7488], [0.3302, -6.4596, -2.8784], [-3.4636, 2.5677, -0.5916], [0.6483, 1.0291, 5.1813], [1.7735, 4.2988, -1.4850], [0.3075, 0.5415, -0.1827], [-1.3776, -2.3929, 4.4640], [0.4730, -3.7218, -3.5070], [-1.5912, 2.8508, -1.8058], [-4.4961, 1.4332, 1.0364], [1.5092, 1.8704, -1.2493], [-0.1465, -2.3795, -1.9514], [1.8238, 0.6363, -2.2341], [-3.9178, 0.0394, 5.3447], [1.9102, -0.3949, 6.2279], [0.6791, -0.1736, -1.9162], [-0.8554, -1.1330, 0.0626], [3.7859, 0.7261, -1.5565], [2.8441, -1.3080, 4.1240], [0.2304, 1.5253, 3.9769], [3.4490, -0.6660, -2.6053], [-1.1316, -1.9467, 2.3873], [1.6865, -0.0436, 2.8393], [2.3317, -0.5770, 1.6731], [1.1869, 3.1351, -1.9776], [1.6111, -0.1907, -4.4357], [-2.1983, 0.0490, 1.6145], [1.6793, -0.1326, -5.5115], [-0.4794, -2.7920, 2.2084], [0.2479, 1.4547, 6.0965], [-1.4098, -1.0804, 1.3322], [-1.5231, -4.5919, -0.9922], [-3.6407, 1.6657, 0.4255], [-2.8759, -0.2870, 5.3265], [0.2630, 3.2190, -3.0758], [2.2851, -1.8586, -0.8908], [1.9306, 6.4459, -1.5284], [-0.7058, 4.6054, -4.3889], [2.4786, 4.2050, -0.6623], [3.1634, -1.2627, 1.8755], [-4.1848, 3.2549, -0.9959], [-2.7831, -1.1586, 5.9753], [-2.1341, 2.3699, -1.0126], [1.8724, 0.8723, -3.6723], [-2.2697, 0.5128, 5.7605], [0.2811, 1.4683, 1.6321], [1.5875, -0.0169, 5.2673], [1.4718, 5.5682, -1.9652], [0.5658, 5.6665, -3.0195], [0.5751, -1.2854, -2.6111], [2.0977, -0.5191, 4.0951], [2.8273, -0.9632, -0.5742], [0.3072, 6.6395, -3.4271], [-0.4931, 2.3292, 3.9135], [-1.5512, 1.4248, -0.3068], [-2.4153, -0.5992, 3.9309], [0.7086, 0.9976, 2.7331], [1.0899, -1.3760, -3.8404], [-1.5354, -3.4161, -0.2973], [-0.1167, -3.6138, -2.6098], [-2.1049, -5.4295, -0.6201], [3.0750, -0.0695, -1.7735], [-0.7741, -4.7393, -2.1639], [-2.6799, 0.2857, 2.8886], [-0.2743, 2.1801, -3.5808], [-0.0050, 4.5341, -3.5633], [-0.6828, -6.0487, -2.8985]],
  "mulliken_charge": [0.328, 0.320, 0.355, 1.309, -1.132, 0.112, 0.361, 0.414, 0.682, 0.559, 0.535, 0.648, 0.303, -1.511, -0.298, -0.482, -0.337, 0.275, 0.328, 0.288, 0.511, 0.473, 0.412, 0.647, 0.361, 0.381, 0.158, 0.249, 0.544, 0.327, -0.813, 0.426, 0.640, 0.680, -0.325, 0.174, -0.980, -0.634, 0.439, 0.567, 0.429, -0.236, -1.160, -0.138, -1.617, 0.123, 0.130, 0.376, 0.369, 0.360, 0.142, 0.421, 0.391, 0.016, -0.428, 0.245, -0.771, -0.889, -0.926, -0.396, -0.080, -0.616, -0.887, 0.347, 0.443, 0.641, 0.600, 0.619, -0.039, -1.149, -0.507, 0.301, -0.900, -0.020, -0.407, -0.733, -0.791, -1.562],
  "lumo_ev": 2.3,
  "total_energy_ha": -3188.4292,
  "de_lowest_ev": 6.0333,
  "total_charge": -1,
  "e_homo_ev": -3.22,
  "multiplicity": 1,
  "gap_ev": 5.47
}